140
Properties=species:S:1:pos:R:3:forces:R:3:mulliken_spin:R:1 method="wB97M-V/def2-TZVPD" multiplicity=2 energy_ha=-4121.052092 total_charge=-1
C 0.905 1.422 0.554 0.65 -0.48 0.32 -0.092
C -0.034 0.941 -0.500 -0.03 1.68 -2.16 0.036
O -0.760 -0.116 0.075 -0.09 -1.05 -1.86 0.065
C -0.407 -0.294 1.303 -1.06 1.21 2.78 0.149
O -0.878 -1.113 2.066 1.27 0.91 -0.86 -0.003
O 0.356 0.808 1.693 -0.78 -1.55 1.87 0.011
H 0.878 2.508 0.643 0.29 -0.17 0.05 0.005
H 1.904 0.986 0.537 0.31 0.56 -0.86 -0.008
H 0.429 0.710 -1.460 0.14 -0.80 0.21 -0.020
H -0.687 1.764 -0.791 -0.63 -0.18 0.33 0.007
C -2.260 -0.865 -6.685 0.31 0.34 -1.62 1.670
C -2.247 0.630 -7.010 -1.02 -1.59 -1.19 3.150
O -2.094 1.177 -5.757 -0.09 3.03 1.72 -0.977
C -1.739 0.310 -4.857 0.62 -1.60 3.44 -1.975
O -1.562 0.456 -3.633 -0.31 0.50 -3.27 1.598
O -1.634 -0.903 -5.419 0.05 -0.82 0.25 -0.555
H -1.685 -1.328 -7.487 0.41 -0.60 0.42 -0.393
H -3.247 -1.328 -6.688 -0.05 0.15 0.45 -0.260
H -3.221 0.899 -7.418 0.12 0.46 -0.13 -0.534
H -1.425 0.903 -7.671 0.07 0.17 0.03 -0.846
C 0.743 7.117 -0.758 0.72 -0.66 0.42 0.048
O 0.099 6.431 -1.803 -1.34 -0.99 -1.65 0.003
C 0.206 5.089 -2.090 2.50 0.62 1.82 0.576
O 1.012 4.338 -1.529 -1.87 1.09 -0.70 -0.121
O -0.593 4.806 -3.091 1.04 4.85 1.66 0.179
C -0.824 3.549 -3.429 -0.75 -4.05 -1.70 -0.922
H 0.458 8.169 -0.782 -0.34 -0.21 -0.29 0.000
H 1.823 7.081 -0.897 0.08 -0.20 0.24 -0.001
H 0.451 6.689 0.202 0.24 0.03 0.09 0.004
H 0.051 2.901 -3.468 0.19 0.08 0.38 -0.068
H -1.161 3.600 -4.464 -0.43 -0.34 0.13 0.141
H -1.586 3.129 -2.772 -0.07 -0.34 -0.18 -0.110
C 3.438 -0.468 3.123 0.01 -0.78 0.28 0.003
O 3.726 0.909 3.064 -0.49 0.92 -0.10 0.000
C 4.159 1.453 1.920 1.13 -0.76 0.32 -0.009
O 4.452 0.829 0.918 -0.49 1.15 0.73 -0.001
O 4.353 2.760 2.194 -0.66 -0.57 -0.33 -0.001
C 5.120 3.513 1.258 0.28 0.45 0.61 0.011
H 2.703 -0.638 3.910 -0.24 0.38 -0.21 0.000
H 4.324 -0.995 3.479 0.21 -0.12 -0.43 0.001
H 3.072 -0.867 2.177 0.15 0.06 0.01 -0.001
H 6.011 2.924 1.037 -0.19 0.22 -0.76 0.000
H 5.433 4.405 1.800 0.09 -0.10 0.24 -0.002
H 4.520 3.919 0.444 0.11 -0.73 -0.37 0.003
C 3.082 -1.193 -4.845 -0.72 -1.47 0.71 0.760
O 4.000 -1.644 -3.841 1.39 -0.04 1.20 -0.239
C 3.684 -1.520 -2.531 -2.61 2.25 0.45 -0.126
O 2.683 -0.918 -2.061 2.61 -1.88 -1.50 0.052
O 4.650 -2.036 -1.802 0.38 -1.57 -2.55 -0.030
C 4.525 -2.277 -0.441 -0.04 1.55 1.52 -0.026
H 3.273 -1.720 -5.780 0.78 0.22 0.09 -0.153
H 3.101 -0.112 -4.989 -0.46 -0.17 0.30 -0.011
H 2.208 -1.736 -4.484 -1.11 1.35 -0.49 -0.010
H 5.129 -3.110 -0.082 0.10 -0.07 -0.69 -0.004
H 3.503 -2.419 -0.092 -0.09 0.11 -0.30 0.008
H 4.945 -1.335 -0.087 -0.26 -0.27 1.29 0.002
C -3.663 0.875 1.894 0.50 0.14 -0.65 -0.009
O -3.587 0.567 0.473 -0.75 -0.23 0.96 -0.036
C -4.031 1.492 -0.375 1.15 0.78 0.18 0.019
O -4.055 2.681 -0.161 -0.51 0.02 0.07 -0.010
O -4.282 0.886 -1.509 -0.17 -0.88 -0.18 -0.124
C -4.695 1.534 -2.676 -0.98 0.81 -1.37 0.219
H -2.841 1.539 2.162 0.18 -0.07 0.01 0.003
H -3.576 -0.086 2.402 -0.13 0.26 -0.16 0.001
H -4.577 1.401 2.168 -0.17 -0.25 -0.25 -0.002
H -3.904 1.645 -3.418 0.27 -0.30 0.32 0.017
H -5.167 2.514 -2.600 0.36 0.23 0.94 0.017
H -5.505 0.951 -3.114 0.28 -0.47 -0.01 -0.059
C 0.904 -3.657 2.956 0.22 0.25 0.27 -0.006
O 0.994 -4.691 3.936 2.73 -0.18 -0.50 0.000
C -0.074 -5.163 4.487 -2.62 3.21 -1.53 0.001
O -1.137 -4.604 4.424 -1.33 0.31 0.33 0.000
O 0.154 -6.258 5.043 2.01 -5.10 1.94 0.000
C -0.749 -6.972 5.876 -1.17 0.75 0.86 0.000
H 0.245 -2.866 3.316 -0.21 -0.21 -0.52 0.000
H 0.672 -4.118 1.996 -0.47 0.35 0.04 0.001
H 1.910 -3.251 2.852 0.03 -0.09 0.18 0.001
H -1.046 -6.287 6.671 -0.19 -0.07 0.08 0.000
H -0.331 -7.856 6.357 0.92 0.34 -0.45 0.000
H -1.663 -7.345 5.415 0.12 0.48 -0.67 0.000
C -3.138 0.001 5.219 0.05 3.11 -1.09 0.000
O -4.167 -0.733 5.800 0.72 -0.84 1.00 0.000
C -4.931 -1.465 5.024 -1.29 -0.13 -2.11 0.001
O -5.007 -1.434 3.793 0.63 -0.19 2.32 -0.001
O -5.723 -2.177 5.838 -0.06 -1.52 -0.42 0.000
C -6.392 -3.335 5.222 -0.17 0.93 -0.50 0.000
H -2.530 -0.406 4.411 -0.19 -0.76 0.39 0.000
H -2.545 0.567 5.938 0.26 -1.23 0.73 0.000
H -3.615 0.895 4.816 -0.25 0.03 -0.87 0.000
H -6.279 -4.255 5.796 0.27 0.47 0.41 0.000
H -6.009 -3.505 4.215 0.10 0.14 0.11 0.000
H -7.446 -3.074 5.131 0.02 -0.11 0.09 0.000
C -0.018 -2.272 -2.057 0.08 1.60 -0.17 -0.340
O -0.760 -3.306 -1.447 1.17 -2.71 0.62 0.043
C -0.030 -4.329 -0.890 2.27 0.04 1.87 0.132
O 1.204 -4.417 -0.603 -3.97 0.97 -1.61 -0.015
O -0.897 -5.277 -0.483 -0.83 1.05 -0.19 -0.017
C -0.482 -6.381 0.311 0.71 -1.13 -1.25 0.001
H 0.529 -2.554 -2.956 0.36 -0.52 0.45 0.085
H 0.568 -1.754 -1.297 0.46 -0.40 -0.36 0.006
H -0.711 -1.517 -2.430 -0.46 -0.27 0.20 -0.031
H 0.208 -6.952 -0.310 0.61 0.08 0.28 0.002
H -1.314 -7.081 0.391 -0.41 0.71 0.35 0.000
H -0.028 -6.169 1.280 -0.17 0.43 -0.16 0.000
C 3.178 2.232 -2.461 -0.05 -1.02 0.70 0.080
O 2.908 3.078 -3.524 1.26 1.90 -3.23 -0.092
C 3.882 3.249 -4.502 1.42 -0.94 1.29 0.306
O 5.007 2.725 -4.499 -2.76 1.15 -0.07 -0.084
O 3.424 4.125 -5.401 -1.70 -1.00 0.92 -0.307
C 4.202 4.524 -6.475 2.33 1.31 -0.23 0.208
H 3.852 2.651 -1.714 0.27 0.13 -0.20 -0.006
H 3.556 1.286 -2.848 -0.04 -0.02 0.43 0.069
H 2.202 2.132 -1.987 0.19 -0.37 0.03 -0.043
H 4.950 5.198 -6.057 0.51 0.00 0.04 0.008
H 3.704 5.202 -7.169 -0.88 -0.69 0.16 -0.015
H 4.777 3.760 -6.999 -0.53 -0.38 0.12 -0.011
C -2.837 -3.567 1.934 0.32 -0.21 -0.03 0.005
O -3.613 -3.847 0.762 -1.56 -1.41 -1.03 0.009
C -4.010 -5.096 0.399 0.11 -1.39 2.76 0.000
O -3.781 -6.160 1.033 -0.27 2.92 -2.03 -0.001
O -4.850 -4.998 -0.649 0.10 0.37 0.41 -0.009
C -5.252 -6.199 -1.337 1.15 -0.19 0.48 0.003
H -1.820 -3.821 1.634 0.11 0.35 0.59 0.000
H -3.114 -4.051 2.870 -0.23 -0.77 -0.46 0.000
H -2.990 -2.511 2.160 0.33 -0.03 -0.60 0.000
H -4.366 -6.448 -1.921 -0.39 -0.34 -0.49 -0.002
H -6.141 -6.014 -1.940 0.31 0.39 0.09 -0.001
H -5.441 -7.035 -0.664 -0.03 0.23 0.25 0.001
C 1.009 4.488 2.697 -0.65 0.63 0.23 -0.009
O 1.847 5.671 2.534 0.94 -0.87 0.63 0.000
C 2.852 5.883 3.455 -1.18 -2.15 1.45 0.006
O 2.987 5.310 4.552 -0.28 1.59 -3.06 -0.002
O 3.626 6.808 2.922 0.53 -0.07 -1.17 -0.004
C 4.865 7.077 3.593 -1.14 0.63 0.93 0.001
H 1.477 3.503 2.679 0.82 0.41 0.60 0.001
H 0.335 4.413 1.843 0.08 0.75 -0.16 0.008
H 0.399 4.669 3.582 0.12 -0.50 0.09 0.000
H 5.282 6.133 3.941 0.16 0.37 0.23 0.000
H 4.489 7.753 4.362 0.93 -0.30 0.85 0.000
H 5.549 7.686 3.001 -0.32 -0.50 -0.59 0.000



16
Properties=species:S:1:pos:R:3:forces:R:3:nbo_charge:R:1 method="wB97M-V/def2-TZVPD" e_above_lowest_kj_mol=318.60 total_charge=0 smiles=C[C@H]1S[C@H]2[C@@H](S)[C@@H]2S1
C -0.869 -0.576 2.372 -0.55 1.89 -2.32 -0.637
C -1.090 -0.693 0.823 0.20 -1.60 0.22 -0.408
C 0.943 -0.287 -0.750 -0.33 0.45 3.16 -0.421
C 1.165 0.406 -1.992 -0.74 0.76 -0.07 -0.340
C -0.274 0.393 -1.361 0.43 -0.72 0.06 -0.361
H -1.708 0.089 2.702 0.99 -0.59 0.42 0.217
H -0.810 -1.496 2.869 -0.43 -1.40 0.66 0.222
H 0.137 -0.128 2.461 -0.65 0.25 0.27 0.220
H -1.977 -1.299 0.439 1.00 0.94 0.98 0.228
H 1.279 0.299 0.154 0.02 -0.04 -1.51 0.228
H 1.399 -0.098 -2.900 -0.81 -0.70 -0.72 0.251
H 1.344 2.615 -1.110 1.42 -1.22 -1.43 0.147
H -0.921 -0.332 -1.867 0.28 0.32 0.06 0.225
S 0.417 -1.762 0.074 -1.16 0.15 -0.01 0.182
S 2.153 1.840 -2.047 -0.61 2.41 1.65 0.024
S -1.188 1.029 0.133 0.95 -0.90 -1.42 0.224



17
Properties=species:S:1:pos:R:3:forces:R:3:nbo_charge:R:1 method="wB97M-V/def2-TZVPD" e_above_lowest_kj_mol=914.45 total_charge=0 smiles=CC1(N)[C@H]2OCO[C@@H]21
C 1.860 -0.996 -0.320 2.58 -4.71 -4.08 -0.620
C 0.907 0.074 0.012 1.94 -1.64 -0.56 0.184
C -0.598 0.492 -0.621 -0.76 1.55 -1.81 -0.047
C -2.493 0.217 0.203 -3.75 -1.85 2.18 0.159
C -0.446 -0.474 0.374 -0.90 0.26 2.60 -0.040
H 3.001 -0.865 -0.983 -3.79 0.42 1.59 0.210
H 2.286 -1.317 0.608 0.03 -0.24 0.72 0.233
H 1.371 -2.040 -0.791 1.17 3.03 1.05 0.221
H 1.082 1.712 0.973 0.27 1.60 0.38 0.371
H 2.418 1.491 -0.247 -2.53 -1.18 3.19 0.393
H -0.759 1.564 -0.596 0.77 0.24 0.87 0.191
H -3.475 -0.551 0.398 2.12 2.99 -1.06 0.215
H -2.598 1.435 0.493 0.24 -3.59 -0.35 0.177
H -0.702 -1.282 -0.272 1.45 -1.47 -0.31 0.226
N 1.752 1.068 0.607 -0.05 0.94 -3.16 -0.784
O -1.988 0.072 -1.105 0.52 0.39 0.83 -0.540
O -1.617 -0.601 1.267 0.69 3.26 -2.08 -0.548